A structure of composition C61H48FGeINO5P3Pb. Source: the Open Molecules 2025 dataset; level of theory: ωB97M-V/def2-TZVPD.

Results
Kohn-Sham gap (spin up / spin down) (eV): 7.01 / 4.67
Net charge: +2
Relative energy (zero: lowest compared OMol25 entry of this formula, charge and spin) (kJ/mol): 53.47
2S+1: 1
E_LUMO (spin up / spin down) (Eh): -0.206 / -0.276

The geometry in XYZ format:
```
122
C61H48FGeINO5P3Pb ωB97M-V/def2-TZVPD
H -4.81500 -4.60894 1.55425
C -5.30360 -0.30804 -3.01035
H -3.24900 -0.50184 2.37245
H -5.29860 1.04026 -1.34155
H 1.16610 1.23656 2.44165
H -0.35540 -0.95304 -4.92805
H 6.04950 1.61366 1.95695
C 2.93160 2.26636 3.07145
C 5.15170 -2.17264 -2.15865
C 2.95190 -3.11224 4.11415
H -6.22250 0.07836 -3.42135
C -1.43380 5.93046 -2.27535
H -3.10930 3.35276 -0.28065
H -3.14900 -6.24074 2.34105
H 4.81890 -0.05774 0.63225
C -0.79400 4.70646 -2.08115
H 4.07790 -1.04204 -3.60995
C -1.16020 -4.33954 0.37865
C -0.97130 1.49166 -2.68985
C -3.41880 -3.49734 0.38315
C 3.41250 2.96736 -2.40475
C 1.32370 2.69116 -1.26545
O 0.65430 0.46666 6.37625
C -1.54030 -5.36154 1.22715
H 3.87350 -1.56564 2.96325
H 1.78640 -4.58244 5.13495
C -0.85630 -0.12164 -4.45445
C 3.00620 -1.14164 -1.75945
H -2.65750 2.82596 -2.80465
C -4.62920 -1.33654 -3.64915
H -2.95490 -2.67064 -3.60475
C -0.34710 0.39736 -3.27215
P -0.41550 2.14846 -1.07885
C 4.30980 2.35446 2.95025
H 4.01830 2.82556 -3.28615
C 0.75730 -2.79194 2.46825
C 0.52720 -2.55684 -3.02945
C -1.15950 -4.25084 -2.72975
C 0.59200 -4.59364 -4.33205
H 2.02150 -3.01124 -4.48245
H -1.09030 4.93676 5.96535
H -2.35470 -0.01064 -5.97185
C 1.91480 -2.06104 2.22145
C -1.44350 3.07006 3.18365
H 5.98180 -2.35914 -2.82315
C -2.85250 -5.45084 1.66695
C -1.20820 3.80826 -1.12915
H 5.93420 -3.36764 -0.56295
H -1.00480 -5.97574 -3.97075
N -0.89640 1.92546 3.56805
C -1.51290 4.20106 3.99435
C 4.28960 0.57856 1.32695
H 1.22910 3.50806 0.72075
C -2.13840 1.99756 -3.26715
H 3.80150 -3.23244 4.76725
H -0.20530 -4.25164 3.69175
H -0.07040 2.78156 6.70255
O -1.90970 4.16896 1.16465
H -2.18200 -1.32504 3.11075
C -0.46060 2.90006 5.70415
C -3.78920 -4.52864 1.23075
C 1.84790 3.35046 -0.15365
O 0.38210 -0.35844 4.31515
P -1.48660 -2.03334 -1.09395
H 3.54480 4.34556 0.67715
C 0.23970 0.52776 5.12275
C 2.10360 2.51226 -2.40085
C 3.05290 -1.59514 -0.44185
C -2.34730 4.15786 -0.22145
C 1.81130 -3.87194 4.32425
P 1.91440 -0.90744 0.80555
H -1.94430 5.11736 3.62315
C 4.97890 1.52696 2.06325
H -5.02120 -1.74314 -4.56805
H -0.13830 -4.27854 0.02215
C -1.02540 4.09686 5.28965
C -1.99190 3.02186 1.80585
H 4.95170 3.96526 -1.30835
O -2.43170 2.00636 1.29775
H 4.10580 -2.81044 0.98085
H -3.23830 0.12786 -0.37395
C 0.70190 -3.69224 3.51435
C 4.10210 -2.41104 -0.02325
H -4.15820 -2.78544 0.04685
C -0.40160 1.84076 4.79435
C -3.46740 -1.85984 -3.10675
H -3.76620 5.77756 0.17255
H -2.05430 -4.60684 -2.23915
H 1.06090 -5.20014 -5.09235
C -1.98830 0.40506 -5.04555
Ge 1.27760 -0.72554 -2.74775
C 1.12900 -3.36634 -3.98685
C 5.13630 -2.71984 -0.88755
C -4.79130 0.22716 -1.83935
C 2.24110 1.32056 2.34325
H -3.53390 1.87756 -4.87655
H -1.06220 6.61506 -3.02005
C -2.63970 1.46316 -4.43805
H -0.11790 -2.64174 1.84625
C -2.09970 -3.39564 -0.03995
H 1.69490 2.04826 -3.28785
Pb -0.69080 -0.06174 0.71175
H 2.39190 2.91976 3.74095
C 3.00370 -2.19614 3.07945
H 0.04570 4.45326 -2.71305
C -0.56190 -5.02994 -3.70235
C 3.93370 3.61216 -1.29595
O -2.53770 -1.14004 2.23365
C -2.97450 -1.35434 -1.90865
H -0.81310 -6.09564 1.53655
H 1.05020 -0.39304 6.58955
I -3.28240 -0.11734 5.57215
C -2.97660 5.47606 -0.49695
C -3.63190 -0.29014 -1.29475
H -3.03310 7.23216 -1.66445
C -2.54320 6.28836 -1.49025
C 3.14590 3.81956 -0.17505
C 4.07720 -1.41594 -2.59835
F 2.05040 -0.43004 -4.34235
C -0.62110 -3.01004 -2.38605
H 4.85800 3.06596 3.54765
C 2.91630 0.45066 1.49405
```

Atomic partial charges in e from the Mulliken method, atoms 1 to 4: 0.48 -0.94 0.11 0.53

---

A cluster of 7 separate species, C61H64BClN2O20S in total. Source: the Open Molecules 2025 dataset; level of theory: ωB97M-V/def2-TZVPD.

Results
Kohn-Sham gap (eV): 7.72
Net charge: 0
SMILES: CCCCC[C@](N=C=S)(O[C@@H](COO)[C@@H](Cl)O[C@](N)(CCCCCOC(C)=O)Cc1ccccc1)B(O)O.O=C1C=CC(=O)C=C1.O=C1C=CC(=O)C=C1.O=C1C=CC(=O)C=C1.O=C1C=CC(=O)C=C1.O=C1C=CC(=O)C=C1.O=C1C=CC(=O)C=C1
2S+1: 1
E_LUMO (Eh): -0.055

The geometry in XYZ format:
```
150
C61H64BClN2O20S ωB97M-V/def2-TZVPD
C 9.53380 4.27053 -0.94629
H -11.19323 -0.63625 0.69887
O -0.93248 0.95157 -3.42954
C -5.13545 4.08625 -0.93112
C -6.37959 -3.52418 0.87092
C 6.64950 -6.60285 0.61369
C -7.06960 -1.53102 -0.25439
C 3.22771 4.97994 -1.22680
C -7.03846 -2.95011 -0.19360
C -4.27993 5.29732 -0.52528
H 5.04141 -4.40129 -0.83651
C 9.72687 -5.76114 -3.98028
C 2.30781 -3.58008 -2.86178
H 1.11648 0.15033 5.50133
O 6.80491 -5.55175 0.02468
C 8.64447 3.34534 1.61679
C 6.77181 -6.67978 2.08998
H 10.67207 -6.17493 -3.65248
O 3.87317 -5.33544 -2.95196
H 2.02612 6.76419 -1.64519
H -4.42792 2.43032 2.55688
O 1.79117 0.45412 2.56936
H -2.88179 1.79109 3.70461
H 10.52299 -4.37745 -5.37244
C -3.43597 0.93097 -0.83705
H 7.00621 -5.75502 2.60193
C -12.63042 -2.22200 1.16824
O -3.32509 -0.23811 1.38378
C 8.66532 3.07357 -0.82178
H 8.35297 3.06469 2.62072
H 4.66913 3.34035 -1.05975
C 1.88717 -2.48464 -2.23499
H -5.99142 4.47341 -1.49084
H -6.37560 -4.60734 0.92868
C -12.86755 -3.68667 1.09007
C -5.74560 -2.74865 1.84038
H -1.97625 6.19671 3.49474
H 6.68351 -7.91003 3.81183
H -1.18945 -0.14344 5.81580
C 4.18305 -3.83085 -1.16914
H -2.58391 -0.66111 -2.06687
H 9.82228 4.55204 -1.95121
H -6.48279 0.31031 0.69162
C 9.51433 4.54192 1.49362
O 6.12607 -10.13051 2.59646
H 3.62949 7.71720 -3.29944
C 6.15818 -9.00359 0.52927
B -3.56187 3.67202 -2.90399
C 6.32965 -7.85285 -0.11564
S -7.96583 1.75799 -1.40714
H 7.61482 1.79141 0.61122
H -1.05008 1.85588 -3.75935
C 2.47153 1.28664 1.72098
O 8.58118 -7.20045 -2.51323
H -4.96040 5.95847 0.01988
C 9.92814 4.95024 0.12696
H 1.23318 1.00488 -0.03320
C -2.58941 0.44206 0.41435
H -4.52432 -1.33000 3.46681
H -2.84850 4.69768 3.37771
C 7.11807 -4.81533 -4.69526
H 6.24814 -7.77062 -1.19106
C 9.64728 -4.80177 -4.89808
C -1.85264 -0.07156 3.75757
C -4.41320 2.98797 -1.70305
H -7.54926 -3.51438 -0.95975
H 4.25380 -2.34607 0.34098
O -4.23713 4.03781 -4.05085
H -1.33661 4.94309 2.43936
C 8.25069 2.66521 0.54345
H 6.31662 -6.19298 -3.30527
H -3.96095 5.90589 -1.38193
C -6.45346 -0.77256 0.71030
C 5.07383 6.07695 -3.13278
H 6.27080 4.28709 -2.70904
H -9.48932 -2.20148 -0.28825
C -3.10319 5.96921 1.63308
H 1.02964 -1.91477 -2.57067
O -2.20180 3.89596 -2.79565
C 6.28042 -9.08384 2.00562
C -3.15650 0.73046 3.66923
C 3.80820 6.77791 -2.79164
H -2.68346 6.93288 1.33730
H -5.25313 -3.26941 2.65390
C 2.58189 -1.97779 -1.02513
H -2.15193 5.12761 -0.08587
O 8.30497 2.45311 -1.80015
C -0.96746 0.44365 4.92261
N -5.38977 2.07319 -2.38806
H -5.81116 -0.11080 3.54681
O -13.45384 -1.47826 1.65588
H -12.11322 -5.57571 0.49524
C 7.19697 -5.77461 -3.77735
C 2.95231 6.26941 -1.90868
C -5.77172 -1.37109 1.78016
H 10.56191 5.82529 0.05975
Cl -1.54727 1.77425 1.02856
O 3.61028 1.59519 1.95939
C -11.34734 -1.70585 0.62985
H -3.20263 4.00095 0.85189
H -4.39914 0.43288 -0.70369
O -1.43457 1.03864 -2.10408
H 1.76646 1.87921 4.06309
O 8.26661 -3.37720 -6.16374
C 1.77545 1.78661 0.48809
H -2.10889 -1.10402 4.01178
C 5.34488 4.78734 -2.45078
C -2.72686 0.42333 -2.08634
H -1.26536 -0.03394 2.84429
O -3.49699 2.33268 -0.83005
H -3.74489 0.52012 4.56397
C -5.08538 -0.59112 2.88950
C 4.48896 4.27965 -1.56899
H 0.27354 1.74026 3.10441
H -4.26825 4.99150 -4.17321
O 9.87274 5.16376 2.46989
H -4.12024 6.08239 2.01453
O 2.45977 4.50830 -0.41609
C -4.01570 0.44985 2.40736
C -2.25824 5.40787 2.79289
N -4.71810 1.65952 1.96497
C 3.76263 -2.73509 -0.54216
C 1.07759 1.17387 3.58981
H -2.02213 4.61801 -2.18281
H 2.52092 2.21599 -0.16404
C 8.33602 -4.25221 -5.32801
H -13.80956 -4.04114 1.48861
H -1.88460 -0.29714 0.03926
O 2.19899 -0.98178 -0.45032
C -3.10312 4.99839 0.43400
H 1.81666 -3.96803 -3.74526
C -6.47371 1.85199 -1.90205
H -3.25124 0.73790 -2.99156
H 1.06921 2.58852 0.71264
C -11.96301 -4.50551 0.55994
H -5.55994 3.67516 -0.00854
H -5.70688 1.55618 2.15151
H 0.54386 -0.79566 4.08786
H 5.92452 -9.92740 0.01604
O -9.84966 -4.72264 -0.46220
C 8.50751 -6.32370 -3.34880
C 6.59984 -7.82983 2.73552
C -10.68246 -3.98466 0.02203
H 6.17156 -4.40297 -5.02122
H -7.59190 -1.07922 -1.08982
H -1.14274 1.50715 5.09966
C 3.48812 -4.33686 -2.37750
C -10.44512 -2.52381 0.09525
O 5.85219 6.54283 -3.93646
C 0.51405 0.17193 4.59448
```

Atomic partial charges in e from the Mulliken method, atoms 1 to 4: -0.28 0.44 -0.51 -1.36

---

A cluster of 8 separate species, C61H95NO16 in total. Source: the Open Molecules 2025 dataset; level of theory: ωB97M-V/def2-TZVPD.

Results
Kohn-Sham gap (eV): 7.07
Net charge: 0
SMILES: CCCCCCCCCCCCCCCc1c(CCC)cc2c(c1C)C(=O)C=C(NCCCC)C2=O.O=C1CCCO1.O=C1CCCO1.O=C1CCCO1.O=C1CCCO1.O=C1CCCO1.O=C1CCCO1.O=C1CCCO1
2S+1: 1
E_LUMO (Eh): -0.041

The geometry in XYZ format:
```
173
C61H95NO16 ωB97M-V/def2-TZVPD
H -4.61486 0.13757 -3.86269
H -4.92682 2.92573 -2.33662
C 8.70877 -2.77209 1.23153
C 13.62959 -2.02029 -0.03829
H -7.85903 5.48932 1.75593
H -18.54102 -2.47589 6.24403
H -10.63097 0.81187 -2.59920
C -7.93251 -2.01497 -1.78415
C 14.44598 -1.71041 1.18906
H -8.86329 -4.21543 1.17324
C 12.20037 -1.13430 1.49504
C -7.46208 5.32999 -0.39003
H 13.43843 -3.09268 -0.15057
H -10.91279 -3.03601 2.08970
H 13.68013 -0.88169 3.03386
H 11.38465 -4.38688 7.20487
C -2.96177 1.71073 -2.63624
H 16.05191 -4.15505 -5.14290
O -11.92974 -1.95909 -1.93901
H 7.96174 0.48292 1.02775
O 14.35833 -4.66512 3.90768
H 5.12563 0.22384 0.31356
H -1.66770 3.52381 -3.29229
H 13.98070 -2.39703 -6.21818
C 14.39497 -1.85364 -5.36246
H 7.70632 -7.24490 1.99636
H -7.70850 2.51700 -4.77719
C -10.44844 -2.87155 0.07835
C -5.36330 0.99631 -3.51996
O -7.23784 -4.56011 -1.42031
C 7.28235 -1.12805 -0.46141
H 13.49701 -3.51535 6.37749
C -9.57096 0.28104 -2.56199
H -1.68699 2.19278 -0.26100
H -0.92645 3.94215 -0.58736
H 6.18952 2.85062 -1.38829
H 7.02395 -1.12739 -1.60644
H -5.15651 5.74001 1.92615
H -7.53251 3.20546 -2.97995
H -7.02811 6.87416 1.02801
H -19.69124 -0.72313 5.01478
H 5.01403 6.77587 -5.13412
H -12.68093 0.96204 1.48564
C 5.59376 -4.97861 1.47360
C -1.18904 2.89267 -1.05723
O 6.15229 4.90147 -3.30251
H 13.88885 -5.26614 6.51270
C 14.80502 -3.29743 -3.65189
C -6.55834 -1.31178 -2.33615
C -2.23285 3.15876 -2.32451
H -5.55553 1.75303 -4.39222
H 3.99866 2.68770 0.62586
H 6.39677 -1.68925 0.07980
C 5.59004 -7.10779 2.44049
C -7.11814 5.78125 1.00692
H 5.94068 1.78878 1.17374
C -19.05234 -0.38771 5.83644
H 10.20635 -4.87391 4.80282
H -19.65404 -0.00441 6.66376
H -7.96137 4.35710 -0.39205
C 5.92045 1.09585 0.20719
O 5.30716 -3.81472 1.24691
H -17.04871 -1.82416 4.43032
H 11.64512 -5.92229 6.36061
H -2.98952 3.99272 -1.94142
H -17.80867 -1.28407 7.33092
C -6.10822 5.18709 -1.01676
C -9.70193 3.23245 -3.67742
H -10.45614 2.53907 -4.26781
C 3.81336 7.51746 -3.48950
H -9.60746 4.26716 -4.26463
H 3.97624 3.92512 -0.85156
H 14.08908 -0.80532 -5.42645
C 13.32528 -4.58835 4.55197
H -13.80117 -1.44613 2.80288
C -10.23436 3.60392 -2.16320
H -5.07708 -2.83350 -3.17351
C 2.75221 1.90317 -1.12109
H 2.51415 1.06285 -0.33910
H 4.03554 8.05162 -2.55765
H 2.30642 6.44992 -2.35629
C 7.41674 0.46183 -0.01303
H -11.12979 -0.63859 1.08065
H 7.68793 -2.58663 1.77816
C -18.10624 0.65674 5.32635
H -9.55146 3.15067 -1.29663
H -11.79398 1.12830 3.14295
H 8.00169 1.11255 -0.81034
H 16.30649 -1.16369 -4.68449
C 2.99627 6.28808 -3.18967
C 6.77239 -6.92460 1.52539
C 0.13405 2.14129 -1.73814
C 8.72082 -1.91882 -0.20458
C -9.39713 -1.21839 -1.92034
H -2.84449 1.40593 -3.78101
H 6.65129 -7.45951 0.57756
C -4.57026 1.80782 -2.29334
C -8.20466 2.55037 -3.71796
C 5.41819 2.04020 -1.04541
O -5.14523 5.12653 -0.05075
C -5.13463 -2.12055 -2.21929
H 14.94564 -0.74161 1.06742
O -5.88854 5.09846 -2.21345
O 11.18838 -0.65696 1.98104
O 3.94489 5.28121 -2.84019
C -6.72379 0.21825 -2.98897
C -12.70644 -1.01290 2.68118
H 2.90311 1.47050 -2.20185
H 8.84078 -2.70787 -1.07312
H -14.75852 0.58087 3.91585
C -9.11960 -3.59710 0.19417
H -15.99368 -1.60955 5.84912
C 16.04929 -3.27995 -4.48715
H 2.42710 5.94478 -4.05993
C 11.11892 -4.31941 5.04020
H 0.06472 2.25515 -2.90131
C 5.16202 5.61129 -3.36347
H 9.65210 -1.20426 -0.26947
H 16.94429 -3.26205 -3.86100
C -18.10996 -1.47244 6.29325
C 13.23607 -4.52445 6.04667
H 8.81205 -3.91697 1.00283
H 16.38740 -2.01149 -6.23780
H 5.89133 -6.91941 3.47816
H -12.84598 -1.37093 0.43156
H 4.04596 -5.63976 2.81100
O 14.61806 -4.00521 -2.67604
C 4.03408 2.77936 -0.55815
C 5.08554 6.93866 -4.05514
C -16.92761 -1.28925 5.37815
O 12.07878 -4.50541 4.00103
C -5.76732 5.15428 1.23300
H 1.13638 3.16673 0.03705
H 4.00876 -6.35848 1.16202
H 3.31085 8.21393 -4.16594
H -4.81937 1.36395 -1.23352
H 10.87890 -3.25308 5.10725
C 13.39613 -1.60515 2.26616
H -5.84277 4.12779 1.60688
C 4.64766 -6.02305 1.98368
C -12.75834 0.65845 2.63747
H -10.27514 4.77221 -1.95120
H 13.17282 -2.57783 2.71320
C -7.99965 -3.51529 -1.04654
C 11.78116 -4.83620 6.29051
H -5.10891 -2.83262 -1.28947
O 13.88106 -2.43229 -4.16377
N -11.49387 -2.87467 1.21375
H 14.10587 -1.64778 -0.94988
H 15.21258 -2.46154 1.39712
C 1.45188 2.93801 -1.09134
O -18.39284 1.82063 5.09967
O -16.87422 0.11057 5.10719
H 5.22198 1.30816 -1.96680
H 1.66566 3.94693 -1.67989
C -8.16741 1.01577 -3.09648
O 6.82578 -5.52478 1.25443
H 0.14416 0.98753 -1.48690
C -11.99612 -1.44449 1.23999
H -8.06327 6.07535 -0.91578
C -14.17380 1.28011 3.18230
C 15.89115 -1.99729 -5.26380
H -14.81671 1.55604 2.21555
H -11.33628 3.15854 -2.07112
C -10.74761 -2.00254 -1.31991
H -4.21548 -1.40051 -2.30427
H 5.15898 -8.11124 2.39127
H -2.53092 0.81592 -2.00406
H -13.90518 2.33264 3.67370
H 5.95110 7.55974 -3.81332
O 12.38350 -1.35417 0.16001
H 9.65558 -2.43220 1.84116
H -12.02376 -1.39502 3.58352
```

Atomic partial charges in e from the Mulliken method, atoms 1 to 4: 0.55 -0.22 -0.38 -0.19

---

> Which formula does entry 2 have?

C61H64BClN2O20S